Here is a cluster of 8 separate species, C25H42O20 in total in a non-equilibrium geometry from OMol25. Energies are from wB97M-V/def2-TZVPD.

Calculated values
charge: 0
frontier orbital gap: 0.3779 hartree
energy relative to the best compared isomer or geometry (same formula, charge and spin): 0.435 eV
LUMO level: 0.1 eV
HOMO: -10.23 eV
molar mass: 662.591 g/mol
structure (SMILES): C[C@H]1COC(=O)O1.C[C@H]1COC(=O)O1.C[C@H]1COC(=O)O1.C[C@H]1COC(=O)O1.C[C@H]1COC(=O)O1.C[C@H]1COC(=O)O1.CO.O

Last column: Löwdin charge in e.
Geometry (Å):
C (45.656, 18.643, -27.052)  0.019
C (44.364, 18.206, -26.316)  -0.316
C (43.782, 16.803, -26.768)  -0.084
O (43.739, 16.073, -25.567)  0.032
C (44.126, 16.828, -24.506)  -0.500
O (44.175, 16.460, -23.363)  0.137
O (44.482, 18.083, -24.942)  0.066
H (45.401, 18.451, -28.094)  0.094
H (46.527, 18.181, -26.588)  0.081
H (45.776, 19.727, -27.045)  0.063
H (43.610, 18.990, -26.387)  0.124
H (44.487, 16.357, -27.470)  0.126
H (42.765, 16.913, -27.145)  0.101
C (41.099, 17.140, -20.680)  -0.008
C (40.535, 16.116, -21.719)  -0.284
C (41.509, 15.021, -22.209)  -0.089
O (40.683, 13.866, -22.254)  0.074
C (39.641, 14.075, -21.448)  -0.616
O (38.903, 13.246, -21.090)  0.186
O (39.469, 15.373, -21.121)  0.078
H (40.424, 17.943, -20.384)  0.075
H (41.985, 17.669, -21.031)  0.077
H (41.302, 16.625, -19.741)  0.086
H (40.072, 16.548, -22.606)  0.147
H (42.333, 14.835, -21.520)  0.139
H (41.805, 15.220, -23.239)  0.120
C (43.415, 21.268, -24.853)  -0.002
C (42.799, 22.588, -24.334)  -0.307
C (43.692, 23.750, -24.032)  -0.133
O (43.180, 24.884, -24.612)  0.113
C (42.414, 24.484, -25.578)  -0.545
O (42.039, 25.130, -26.551)  0.125
O (41.972, 23.219, -25.296)  0.083
H (42.699, 20.484, -24.610)  0.080
H (44.150, 20.948, -24.114)  0.088
H (43.910, 21.103, -25.811)  0.077
H (42.225, 22.414, -23.424)  0.150
H (44.611, 23.559, -24.586)  0.143
H (43.830, 23.824, -22.953)  0.147
C (37.739, 18.765, -27.601)  -0.016
C (38.728, 18.006, -28.524)  -0.298
C (38.863, 18.599, -29.939)  -0.115
O (40.230, 18.731, -30.070)  0.091
C (40.934, 18.248, -29.054)  -0.467
O (42.143, 18.069, -29.081)  0.127
O (40.067, 17.990, -27.955)  0.043
H (37.610, 18.207, -26.673)  0.080
H (36.731, 18.849, -28.005)  0.086
H (38.177, 19.744, -27.405)  0.091
H (38.378, 16.981, -28.648)  0.139
H (38.348, 19.554, -30.037)  0.131
H (38.347, 18.061, -30.735)  0.138
C (44.967, 26.703, -27.901)  -0.018
C (45.026, 25.554, -28.887)  -0.314
C (46.421, 25.328, -29.529)  -0.097
O (46.676, 24.079, -29.004)  0.068
C (45.614, 23.473, -28.424)  -0.489
O (45.425, 22.249, -28.145)  0.076
O (44.725, 24.395, -28.186)  0.100
H (43.981, 26.861, -27.464)  0.080
H (45.159, 27.681, -28.342)  0.086
H (45.754, 26.592, -27.156)  0.095
H (44.296, 25.691, -29.685)  0.157
H (47.147, 26.002, -29.075)  0.129
H (46.531, 25.447, -30.607)  0.137
C (40.546, 14.493, -27.747)  -0.003
C (41.788, 14.184, -28.701)  -0.276
C (43.080, 13.540, -28.128)  -0.096
O (43.406, 12.555, -29.088)  0.033
C (42.315, 12.256, -29.928)  -0.427
O (42.210, 11.369, -30.779)  0.129
O (41.370, 13.210, -29.633)  0.055
H (40.401, 13.742, -26.969)  0.074
H (39.606, 14.430, -28.295)  0.077
H (40.632, 15.420, -27.180)  0.061
H (41.972, 15.165, -29.140)  0.131
H (42.874, 13.020, -27.192)  0.138
H (43.850, 14.311, -28.106)  0.113
C (45.911, 13.480, -25.239)  -0.181
O (46.596, 14.128, -24.211)  -0.100
H (45.238, 12.666, -24.974)  0.082
H (45.246, 14.131, -25.807)  0.046
H (46.730, 13.089, -25.843)  0.087
H (45.998, 14.117, -23.460)  0.073
O (49.160, 17.184, -27.180)  -0.056
H (49.957, 16.699, -26.966)  0.031
H (48.953, 17.669, -26.382)  0.021

Cartesian forces, eV/Å:
C -1.54 0.27 0.63
C -0.62 0.42 -1.66
C 0.50 1.80 0.07
O 0.06 -0.36 1.31
C 0.64 0.51 -0.03
O -0.27 0.30 -1.13
O 0.41 -1.65 2.43
H 0.83 -0.51 -0.16
H 0.00 -0.33 -0.66
H 0.02 0.06 0.41
H -0.11 -0.10 -0.86
H -0.28 -0.25 -0.05
H 0.31 -0.17 -0.27
C -0.35 -0.33 -0.49
C 0.29 0.94 0.48
C -0.28 0.59 -0.22
O 0.29 0.06 0.11
C -0.29 0.82 -0.14
O -1.46 -1.98 0.68
O 0.87 -0.10 0.09
H -0.52 -0.21 -0.43
H 0.21 -0.41 -0.16
H 0.31 -0.24 -0.16
H 0.26 0.64 0.05
H 0.17 0.16 -0.22
H 0.54 0.03 0.36
C -0.17 -0.39 2.07
C -0.33 -0.04 -0.63
C 3.03 -1.70 1.00
O 0.30 2.00 0.59
C -3.21 0.35 -3.28
O 0.98 -1.37 2.39
O -0.76 0.05 -1.55
H -0.43 -0.06 -0.82
H 0.56 0.38 0.20
H -0.50 0.91 -0.23
H -0.40 -0.54 -0.24
H 0.67 -0.01 0.63
H 0.31 0.53 -0.23
C 0.98 -0.59 -0.16
C -1.65 -0.12 0.44
C -1.65 0.67 1.13
O 1.58 0.09 -1.38
C 1.28 -0.60 1.26
O -2.91 0.44 0.50
O 0.70 0.35 -2.42
H 0.25 0.13 0.12
H 0.21 0.09 -0.43
H -0.28 0.09 0.13
H 0.26 -0.22 0.33
H 0.49 0.55 0.43
H 0.75 -0.87 0.02
C 0.12 0.93 -0.19
C -0.36 2.81 -0.98
C -0.67 1.45 1.66
O 1.65 -3.70 -0.33
C -0.43 -4.39 0.52
O 1.63 4.94 -1.05
O -1.40 -0.63 0.50
H 0.05 -0.67 0.27
H 0.26 -0.10 -0.58
H -0.22 -0.22 0.30
H -0.28 -0.08 0.14
H 0.05 0.18 -0.04
H -0.42 -0.65 -0.05
C 0.98 -1.16 0.21
C -1.35 0.38 1.73
C -1.29 0.57 -0.37
O -0.48 -1.45 -1.72
C 0.25 -0.26 -0.62
O 0.61 3.10 3.23
O -0.34 -1.05 -1.41
H 0.37 -0.40 -0.01
H 0.22 0.44 -0.38
H 0.13 0.26 -0.49
H 0.39 -0.28 -0.77
H 0.31 0.35 0.25
H 0.21 -0.51 0.37
C 0.23 -0.46 -1.25
O -0.52 0.13 1.03
H 0.31 -0.33 0.64
H 0.32 0.43 -0.23
H -0.49 -0.16 -0.56
H 0.16 0.41 0.33
O -0.15 0.03 -0.22
H 0.20 -0.16 0.03
H -0.04 0.13 0.21